Entry 1:
DFT (the ωB97M-V functional and the def2-TZVPD basis) results for 2 unconnected molecules or ions with the total composition C5H11NO.

Last column: Löwdin charge in e.
Atoms and positions in Å:
C -0.187 1.272 -1.930  -0.086
C 0.879 0.417 -1.260  -0.263
N 0.468 0.133 0.108  -0.087
C 0.939 -1.070 0.733  -0.093
C -0.476 -0.950 0.250  -0.254
C -1.661 -0.741 1.140  -0.222
O -1.831 0.212 1.860  0.020
H 0.095 1.528 -2.955  0.072
H -0.339 2.194 -1.361  0.080
H -1.143 0.736 -1.961  0.071
H 1.044 -0.514 -1.834  0.114
H 1.835 0.950 -1.221  0.118
H 1.577 -1.743 0.158  0.111
H 1.170 -0.998 1.793  0.082
H -0.698 -1.551 -0.636  0.139
H -2.422 -1.546 1.084  0.119
H 0.611 0.764 3.296  0.048
H 0.139 0.908 2.737  0.030

## Properties
DFT total energy (a.u.): -327.01308
SMILES: CCN1C[C@H]1C=O.[H][H]
Relative energy (zero: lowest compared OMol25 entry of this formula, charge and spin) (kcal/mol): 74.2
LUMO level (eV): 0.89
Charge: 0
M (g mol⁻¹): 101.1

***

Entry 2:
DFT (the ωB97M-V functional and the def2-TZVPD basis) results for a molecular structure, C40H23Cl4F5N9O4SSiY.

Last column: Löwdin charge in e.
Atoms and positions in Å:
Y 0.519 -0.324 0.014  1.468
Cl 5.268 5.054 0.053  0.616
C 3.988 4.020 -0.524  -0.681
C 3.154 3.423 0.414  -0.048
C 2.131 2.579 -0.008  -0.233
N 1.224 1.911 0.798  0.006
C 0.802 2.474 1.937  -0.474
O 1.323 3.365 2.616  0.015
C -0.575 1.984 2.350  -0.208
C -1.036 2.245 3.633  -0.003
C -2.313 1.845 3.975  -0.057
C -3.106 1.236 3.014  -0.064
C -2.561 1.022 1.759  -0.156
N -1.317 1.363 1.429  0.080
C 1.955 2.356 -1.399  -0.251
C 2.787 2.967 -2.317  -0.056
C 3.812 3.799 -1.877  -0.684
Cl 4.851 4.538 -3.063  0.613
N 0.943 1.436 -1.746  -0.054
C 0.089 1.803 -2.730  -0.532
O 0.106 2.812 -3.427  0.044
C -1.020 0.797 -2.952  -0.219
C -1.765 0.870 -4.122  -0.004
C -2.741 -0.083 -4.349  -0.067
C -2.942 -1.072 -3.399  -0.059
C -2.169 -1.055 -2.250  -0.124
N -1.235 -0.133 -2.023  0.070
H 3.298 3.616 1.464  0.097
H -0.373 2.745 4.324  0.113
H -2.689 2.000 4.979  0.102
H -4.114 0.904 3.223  0.091
H -3.143 0.535 0.985  0.100
H 2.660 2.797 -3.375  0.102
H -1.545 1.671 -4.813  0.113
H -3.331 -0.063 -5.257  0.101
H -3.681 -1.851 -3.532  0.099
H -2.289 -1.800 -1.476  0.084
C 2.879 -3.404 -4.121  -0.198
Si 4.476 -2.422 -3.963  0.502
C 5.908 -3.628 -3.741  -0.197
C 4.801 -1.397 -5.505  -0.187
C 4.421 -1.379 -2.392  -0.251
C 5.466 -1.355 -1.480  -0.084
C 5.364 -0.654 -0.279  -0.069
C 4.140 -0.100 0.028  -0.175
N 3.100 -0.129 -0.804  -0.019
C 3.268 -0.645 -2.024  -0.670
S 2.054 -0.341 -3.248  0.862
H 3.091 -4.389 -4.551  0.022
H 2.160 -2.898 -4.765  0.010
H 2.391 -3.537 -3.153  0.032
H 5.928 -4.329 -4.581  0.023
H 5.797 -4.210 -2.824  0.034
H 6.876 -3.121 -3.711  0.023
H 4.849 -2.023 -6.400  0.024
H 5.745 -0.853 -5.416  0.027
H 4.003 -0.665 -5.635  0.008
H 6.384 -1.891 -1.699  0.092
H 6.182 -0.592 0.424  0.099
H 3.956 0.376 0.987  0.110
Cl 2.609 -2.474 1.537  0.659
C 2.427 -1.709 3.137  -0.969
Cl 3.006 -2.789 4.411  0.599
C 0.958 -1.239 3.348  -0.752
O 0.439 -1.419 4.438  0.013
O 0.448 -0.688 2.326  -0.194
H 3.072 -0.834 3.137  0.057
F 0.884 -2.140 -0.931  -0.577
F -0.267 -3.799 2.451  0.110
C -1.035 -4.086 3.508  -0.149
C -0.538 -4.941 4.440  -0.145
F 0.686 -5.437 4.248  0.103
C -1.268 -5.346 5.591  -0.047
C -2.552 -4.747 5.675  -0.144
C -3.051 -3.902 4.735  -0.144
F -4.282 -3.405 4.934  0.100
C -2.332 -3.514 3.578  -0.034
C -2.861 -2.660 2.586  -0.139
C -2.105 -2.109 1.532  -0.132
N -1.541 -1.569 0.685  0.135
C -4.198 -2.181 2.582  -0.230
N -5.285 -1.802 2.494  0.145
F -3.328 -5.026 6.735  0.097
C -0.782 -6.267 6.538  -0.166
C -1.527 -6.709 7.662  -0.225
N -2.067 -7.123 8.594  0.140
C 0.492 -6.890 6.457  -0.220
N 1.500 -7.451 6.474  0.147

## Properties
DFT total energy (a.u.): -5398.35816
LUMO level (alpha / beta) (eV): 2.54 / 1.69
Charge: -2
M (g mol⁻¹): 1079.5

***

Entry 3:
DFT (the ωB97M-V functional and the def2-TZVPD basis) results for C11H13NS in the gas phase.

Last column: Löwdin charge in e.
Atoms and positions in Å:
C 1.451 -2.550 0.947  -0.076
C 0.716 -2.394 -0.410  -0.229
C -0.233 -1.351 -0.526  -0.223
C -1.642 -1.593 -0.460  -0.028
C -2.612 -0.645 -0.188  -0.039
C -2.298 0.777 -0.334  0.013
C -0.935 1.035 -0.503  -0.203
C -0.537 2.447 -0.505  -0.233
C 0.059 2.991 0.816  -0.110
C 0.050 0.009 -0.552  -0.107
N 1.439 0.273 -0.270  0.124
C 2.602 0.328 -0.375  -0.793
S 4.175 0.567 -0.482  0.641
H 0.647 -2.642 1.816  0.128
H 2.096 -3.352 0.840  0.034
H 2.146 -1.705 1.202  0.065
H 1.500 -2.290 -1.295  0.165
H 0.186 -3.351 -0.578  0.114
H -1.863 -2.636 -0.408  0.099
H -3.579 -0.987 -0.146  0.068
H -2.948 1.669 -0.254  0.121
H 0.175 2.781 -1.318  0.128
H -1.324 3.235 -0.708  0.120
H 0.856 2.252 1.214  0.090
H 0.492 4.016 0.841  0.078
H -0.619 3.116 1.639  0.051

## Properties
DFT total energy (a.u.): -879.83870
SMILES: CCc1cccc(CC)c1N=C=S
Relative energy (zero: lowest compared OMol25 entry of this formula, charge and spin) (kcal/mol): 18.9
LUMO level (eV): 0.41
Charge: 0
M (g mol⁻¹): 191.3

***

Entry 4:
DFT (the ωB97M-V functional and the def2-TZVPD basis) results for a molecular structure, C4H8O2.

Last column: Löwdin charge in e.
Atoms and positions in Å:
O 2.167 0.740 0.620  -0.068
C 1.263 -0.060 -0.122  -0.229
C -0.156 0.270 0.348  -0.223
C -1.163 0.628 -0.757  -0.154
O -1.707 -0.703 -0.744  -0.113
C -1.092 -0.932 0.532  -0.159
H 3.064 0.530 0.330  0.088
H 1.483 -1.132 0.032  0.121
H 1.360 0.137 -1.202  0.121
H -0.085 0.966 1.188  0.142
H -1.918 1.361 -0.437  0.119
H -0.766 0.911 -1.740  0.118
H -1.817 -0.793 1.346  0.119
H -0.634 -1.926 0.605  0.118

## Properties
DFT total energy (a.u.): -307.62883
Relative energy (zero: lowest compared OMol25 entry of this formula, charge and spin) (kcal/mol): 52.5
LUMO level (eV): 0.91
Charge: 0
M (g mol⁻¹): 88.1

***

Entry 5:
DFT (the ωB97M-V functional and the def2-TZVPD basis) results for a molecular structure, C28H37BrIrN2O4SSi.

Last column: Löwdin charge in e.
Atoms and positions in Å:
Ir -1.674 -0.407 -0.163  1.250
Br -3.052 -2.814 6.656  0.841
C -2.902 -1.843 5.038  -0.637
C -2.864 -0.440 5.069  -0.105
C -2.729 0.252 3.894  0.026
C -2.605 -0.403 2.641  -0.328
O -2.415 0.307 1.592  -0.174
C -2.691 -1.855 2.622  -0.115
C -2.637 -2.632 1.450  -0.104
N -2.507 -2.189 0.202  -0.113
C -2.482 -3.036 -0.873  -0.204
C -2.954 -4.359 -0.899  0.007
C -2.778 -5.138 -2.033  -0.055
C -2.163 -4.643 -3.167  -0.017
C -1.724 -3.305 -3.209  -0.138
C -1.110 -2.710 -4.331  0.035
C -0.703 -1.397 -4.260  -0.024
C -0.917 -0.674 -3.096  -0.084
N -1.497 -1.204 -2.021  -0.076
C -1.899 -2.499 -2.055  -0.147
C -2.842 -2.528 3.845  -0.067
H -2.939 0.080 6.010  0.108
H -2.693 1.328 3.893  0.130
H -2.641 -3.705 1.598  0.120
H -3.448 -4.782 -0.040  0.110
H -3.118 -6.161 -2.021  0.115
H -2.010 -5.271 -4.029  0.118
H -0.981 -3.284 -5.234  0.129
H -0.245 -0.909 -5.103  0.119
H -0.628 0.361 -3.020  0.095
H -2.918 -3.603 3.841  0.115
C 0.054 2.955 -2.456  -0.006
C -0.643 2.743 -1.112  -0.605
C -2.161 2.680 -1.268  -0.030
C -0.263 3.866 -0.150  -0.014
O -0.253 1.465 -0.550  -0.282
Si 1.242 0.957 -0.073  -0.085
S 0.615 -0.957 0.754  0.473
O 1.992 1.851 1.015  -0.123
C 1.962 2.021 2.440  -0.622
C 2.869 0.959 3.056  -0.020
C 2.490 3.431 2.699  -0.011
C 0.545 1.865 2.981  -0.033
O 2.114 0.783 -1.399  -0.137
C 3.278 0.006 -1.712  -0.627
C 4.192 -0.093 -0.499  -0.024
C 2.799 -1.381 -2.138  -0.022
C 3.969 0.733 -2.865  -0.014
H 0.061 4.010 -2.705  0.097
H -0.451 2.420 -3.258  0.079
H 1.082 2.608 -2.399  0.078
H -2.532 3.599 -1.715  0.101
H -2.629 2.553 -0.291  0.083
H -2.446 1.843 -1.907  0.069
H -0.597 4.821 -0.550  0.101
H 0.814 3.897 -0.010  0.085
H -0.745 3.712 0.812  0.083
H 3.890 1.076 2.706  0.091
H 2.510 -0.031 2.779  0.058
H 2.856 1.043 4.138  0.094
H 3.471 3.550 2.251  0.092
H 2.566 3.609 3.768  0.093
H 1.819 4.168 2.265  0.081
H 0.204 0.837 2.859  0.045
H -0.145 2.522 2.459  0.073
H 0.538 2.114 4.037  0.098
H 3.701 -0.652 0.294  0.073
H 4.431 0.901 -0.130  0.092
H 5.112 -0.602 -0.769  0.098
H 2.271 -1.858 -1.315  0.046
H 3.646 -1.998 -2.417  0.095
H 2.120 -1.303 -2.985  0.076
H 4.236 1.742 -2.560  0.092
H 3.306 0.792 -3.724  0.086
H 4.872 0.203 -3.152  0.092

## Properties
⟨S²⟩: 6.061
Multiplicity: 5
DFT total energy (a.u.): -4865.57126
LUMO level (alpha / beta) (eV): -3.26 / -5.99
Charge: +1
M (g mol⁻¹): 797.9

***

Entry 6:
DFT (the ωB97M-V functional and the def2-TZVPD basis) results for a molecular structure, C26H68AlN2O8.

Last column: Löwdin charge in e.
Atoms and positions in Å:
C -3.791 -2.635 -3.186  -0.046
C -2.919 -3.441 -4.126  -0.421
O -3.719 -4.360 -4.894  -0.072
C -1.780 -4.172 -3.395  -0.179
N -0.524 -3.416 -3.377  -0.062
C 0.026 -3.213 -2.031  -0.208
C -0.798 -2.234 -1.185  -0.318
O -1.813 -2.836 -0.444  -0.266
Al -1.594 -3.882 0.970  0.168
C -3.176 -3.705 2.151  -0.194
C -1.506 -5.853 0.349  -0.242
C -1.490 -6.742 1.512  -0.414
N -2.431 -7.406 2.076  0.020
H -4.254 -3.293 -2.442  0.088
H -3.193 -1.913 -2.627  0.066
H -4.583 -2.120 -3.735  0.074
H -2.457 -2.796 -4.878  0.133
H -4.166 -4.938 -4.267  0.080
H -1.653 -5.142 -3.888  0.118
H -2.085 -4.354 -2.358  0.104
H 0.166 -3.909 -3.927  0.090
H 1.050 -2.844 -2.147  0.108
H 0.078 -4.159 -1.470  0.094
H -1.239 -1.510 -1.889  0.095
H -0.111 -1.658 -0.548  0.093
H -0.140 -3.520 1.655  -0.050
H -3.477 -2.664 2.306  -0.019
H -2.989 -4.145 3.139  -0.016
H -4.041 -4.238 1.732  -0.009
H -0.596 -5.994 -0.245  0.037
H -2.380 -6.037 -0.291  0.053
H -0.521 -6.821 2.026  0.087
H -3.302 -7.272 1.553  0.018
C -1.546 2.255 -1.568  -0.051
C -0.445 1.889 -0.585  -0.486
C 0.288 3.114 -0.065  -0.062
O 0.482 0.986 -1.182  -0.053
H -1.118 2.795 -2.417  0.066
H -2.042 1.354 -1.926  0.075
H -2.291 2.900 -1.096  0.077
H -0.876 1.321 0.243  0.140
H 0.779 3.606 -0.908  0.060
H 1.055 2.820 0.652  0.068
H -0.393 3.823 0.413  0.081
H 0.888 1.437 -1.932  0.073
C 0.841 5.561 -5.228  -0.053
C 1.147 5.503 -3.739  -0.487
C 2.538 6.027 -3.418  -0.046
O 0.985 4.170 -3.269  -0.066
H 1.571 4.935 -5.743  0.056
H -0.155 5.163 -5.423  0.083
H 0.909 6.561 -5.660  0.078
H 0.404 6.079 -3.182  0.138
H 3.286 5.435 -3.955  0.078
H 2.748 5.941 -2.352  0.059
H 2.648 7.068 -3.729  0.079
H 1.622 3.590 -3.715  0.055
C 3.460 7.236 1.016  -0.063
C 2.869 5.841 0.890  -0.509
C 2.816 5.116 2.224  -0.055
O 3.579 5.077 -0.084  -0.059
H 4.487 7.177 1.391  0.079
H 3.474 7.734 0.047  0.074
H 2.884 7.845 1.715  0.078
H 1.859 5.912 0.480  0.133
H 3.827 5.002 2.629  0.082
H 2.376 4.128 2.104  0.066
H 2.226 5.676 2.950  0.081
H 4.478 4.943 0.237  0.088
C -4.963 -1.675 6.656  -0.066
C -3.729 -1.850 5.786  -0.501
C -2.437 -1.509 6.506  -0.060
O -3.833 -1.110 4.577  -0.051
H -5.052 -0.633 6.980  0.075
H -5.859 -1.945 6.098  0.077
H -4.903 -2.300 7.549  0.075
H -3.670 -2.885 5.442  0.137
H -2.431 -0.458 6.816  0.079
H -1.598 -1.684 5.834  0.067
H -2.296 -2.131 7.392  0.079
H -3.915 -0.172 4.781  0.083
C 2.378 1.056 -6.779  -0.050
C 2.867 2.110 -5.803  -0.496
C 4.377 2.278 -5.838  -0.053
O 2.404 1.867 -4.475  -0.058
H 2.826 0.086 -6.545  0.084
H 1.295 0.957 -6.722  0.085
H 2.656 1.317 -7.800  0.080
H 2.399 3.063 -6.050  0.111
H 4.868 1.336 -5.580  0.083
H 4.694 3.039 -5.124  0.075
H 4.712 2.570 -6.834  0.080
H 2.749 1.025 -4.156  0.105
C 1.681 -1.944 5.743  -0.057
C 1.212 -2.857 6.865  -0.517
C 2.370 -3.568 7.548  -0.068
O 0.244 -3.787 6.394  -0.054
H 2.195 -2.526 4.974  0.085
H 0.833 -1.444 5.276  0.073
H 2.376 -1.188 6.115  0.076
H 0.666 -2.264 7.605  0.130
H 2.900 -4.194 6.825  0.080
H 2.004 -4.205 8.353  0.075
H 3.084 -2.854 7.961  0.074
H 0.644 -4.318 5.695  0.095

## Properties
DFT total energy (a.u.): -1985.34954
LUMO level (eV): 2.00
Charge: -1
M (g mol⁻¹): 563.8